Below is a structure of composition C15H37AlBCl7F4LiN5O10P3, with properties calculated with ωB97M-V/def2-TZVPD.

XYZ file:
```
84
Properties=species:S:1:pos:R:3:forces:R:3
C -0.7172 1.9775 4.1723 -0.6 0.8 -0.1
C 0.0722 2.9158 3.2426 -0.7 -1.2 0.1
O 1.3193 2.3997 2.8596 0.2 0.2 0.1
C -0.8378 3.2378 2.0045 0.2 1.2 0.8
N -0.1144 3.1583 0.7553 -0.7 -0.8 0.5
Cl 0.8552 4.4840 0.3685 -0.1 -0.2 -0.1
C -0.2220 2.0897 -0.0350 1.2 -0.2 -1.5
N 0.4256 1.9701 -1.2097 -0.7 -1.3 1.4
P 2.1148 1.3851 -1.1299 0.5 -0.5 0.6
N 3.1846 2.7122 -1.0217 -0.4 -0.5 0.0
O 2.4240 0.7232 -2.5617 0.0 0.8 0.3
C -0.5534 1.2519 -2.0892 -1.0 -1.7 0.3
C -1.6832 0.7542 -1.1079 0.8 2.0 0.1
N -1.0649 0.9771 0.2382 0.6 1.0 0.6
P -0.3219 -0.5395 0.6047 -3.3 -2.6 0.7
O 0.5196 -1.1796 -0.6943 0.9 0.5 1.4
O 0.6576 -0.4637 1.9307 0.8 1.1 -1.6
H -0.3395 1.9770 5.1965 0.2 -0.3 -0.2
H -0.8319 0.9767 3.7458 0.3 0.0 0.2
H -1.7347 2.3944 4.2294 0.1 -0.1 0.1
H 0.2831 3.8235 3.8384 0.1 0.1 -0.3
H 1.2062 1.4839 2.5644 -0.1 0.0 0.1
H -1.7515 2.6419 1.9940 0.4 -0.3 -0.3
H -1.1868 4.2741 2.1045 0.0 -0.2 -0.2
H 4.1186 2.3356 -1.1757 0.0 0.1 -0.2
H 3.1545 3.0228 -0.0524 0.0 0.1 -0.1
H 2.3880 -0.2422 -2.4879 -0.2 0.0 -0.6
H -0.1857 0.3579 -2.5982 0.6 0.6 -0.3
H -1.0560 1.9415 -2.7554 0.7 0.1 -0.3
H -2.4268 1.5527 -1.1702 -0.7 -0.8 0.0
H -2.0339 -0.2698 -1.2176 -0.1 0.2 -0.1
H 1.4730 -1.0313 -0.5460 0.0 0.3 -0.6
H 1.5569 -0.7029 1.6546 0.2 0.3 0.4
O -0.0920 0.7354 -5.5318 -0.2 0.0 0.0
H -0.3249 1.4903 -6.0809 0.0 0.0 0.0
H 0.4293 1.1209 -4.8197 0.2 0.1 0.0
C -2.5960 7.6250 1.5282 -0.6 0.5 -1.4
Cl -1.6546 7.0225 2.9695 0.5 -0.3 1.0
Cl -1.5385 8.5352 0.4756 0.0 -0.2 0.2
Cl -3.2611 6.2471 0.6814 0.1 0.0 0.1
Cl -3.8915 8.6533 2.1066 0.2 -0.1 0.2
B -4.1458 9.2236 -2.0673 -0.1 0.1 -0.4
F -3.1712 8.4996 -2.7723 0.1 0.1 0.2
F -5.1367 9.6805 -2.9498 0.0 0.0 0.1
F -4.7353 8.3917 -1.0913 0.1 0.0 0.3
F -3.5343 10.3383 -1.4278 0.0 -0.1 0.1
C 2.4462 -7.1664 2.3743 0.1 0.2 0.1
C 1.0354 -6.5873 2.5268 0.1 -0.3 0.1
C 0.3721 -6.2125 1.2053 0.5 0.2 0.3
N 0.5765 -4.7913 0.7236 -0.5 0.2 -0.7
C -0.5419 -3.9262 1.2269 0.0 -1.3 0.2
C 1.9001 -4.1676 1.1018 0.5 -0.3 0.0
C 2.8464 -4.6011 0.0011 -0.1 -0.1 -0.2
C 1.9982 -4.4146 -1.2564 0.2 0.0 -0.1
C 0.5773 -4.7700 -0.8268 0.1 0.2 -0.2
H 3.2011 -6.3902 2.2573 0.0 0.0 -0.1
H 2.7147 -7.7398 3.2605 0.0 0.0 0.0
H 2.5093 -7.8374 1.5160 0.0 0.0 0.0
H 1.0245 -5.7632 3.2461 -0.1 0.1 -0.1
H 0.4234 -7.3797 2.9704 -0.1 0.1 -0.1
H -0.7193 -6.3390 1.3074 0.4 -0.1 -0.6
H 0.6966 -6.8905 0.4194 0.0 0.0 0.0
H -0.5424 -3.9127 2.3713 0.4 0.5 -0.9
H -1.4911 -4.3232 0.8320 0.2 0.2 -0.6
H -0.3949 -2.9259 0.8397 -0.3 0.1 0.3
H 1.7678 -3.0879 1.0784 -0.2 -0.1 0.0
H 2.1886 -4.4463 2.1091 -0.2 0.1 0.1
H 3.1382 -5.6472 0.1117 0.0 0.0 0.1
H 3.7546 -4.0018 -0.0224 0.0 0.0 0.1
H 2.3439 -5.0322 -2.0821 -0.1 0.1 -0.1
H 2.0334 -3.3789 -1.5929 0.0 0.0 -0.1
H 0.2594 -5.7402 -1.1972 -0.1 0.0 0.1
H -0.1357 -4.0190 -1.1588 0.0 0.0 0.1
O -6.5279 6.2705 -2.7789 -0.2 -0.1 0.1
H -6.2984 7.1970 -2.6154 0.1 -0.1 0.0
Al -2.1625 -5.5618 2.6114 -0.6 0.5 1.0
Cl -0.1552 -2.6563 3.8250 -0.1 -0.4 0.8
Cl 0.9013 3.5072 -2.9354 0.4 1.7 -2.0
O 1.1479 -2.4186 -6.7658 -0.3 0.5 0.0
P 0.9357 -2.6522 -5.2776 0.4 0.1 0.3
O 1.5316 -4.0148 -4.9235 -0.3 -0.2 0.7
O -0.5597 -2.6225 -4.9888 -0.1 -0.6 -0.3
O 1.6348 -1.5980 -4.4288 0.5 0.0 0.2
Li 0.5311 6.0889 4.2642 -0.3 0.1 -0.4
```
Positions in Å, forces in eV/Å.

HOMO energy = -2.62 eV
Kohn-Sham gap = 0.039 hartree
Lowest unoccupied orbital energy = -1.553 eV
Calculated total energy = -177945.7044 eV
Charge = -1

Here are the Mulliken charges for atoms 1 to 6, given in e: -1.4561, 1.5280, -0.5605, -0.6270, 0.4572, 0.0038

Below is a structure of composition C34H44GeN4SeTeW, with properties calculated with ωB97M-V/def2-TZVPD.

XYZ file:
```
86
Properties=species:S:1:pos:R:3:forces:R:3
W -1.0898 0.5470 -0.1998 0.0 -0.1 -0.3
C 0.0731 -1.4005 -0.0351 0.0 0.0 0.0
C -1.1875 -1.6184 -0.7085 0.0 0.1 0.1
C -1.1134 -0.9657 -1.9703 0.0 0.2 0.1
C 0.1608 -0.3646 -2.0683 0.0 0.1 0.0
C 0.8853 -0.6215 -0.8902 0.0 0.0 0.1
H 0.3851 -1.8245 0.9012 0.0 0.0 0.0
H -2.0107 -2.2137 -0.3495 0.0 -0.1 0.0
H -1.8974 -0.9087 -2.7089 0.0 0.0 -0.1
H 0.5156 0.2063 -2.9057 0.0 0.0 -0.1
H 1.8831 -0.2740 -0.6713 0.1 0.0 0.0
C -1.3097 -1.2392 2.6352 -0.1 0.1 0.0
N -1.9466 -0.2445 1.7191 0.1 0.0 0.1
C -3.0781 0.2705 2.0500 0.0 0.0 0.0
C -3.6039 1.2547 1.1761 0.1 -0.1 -0.1
C -4.7180 2.0315 1.1965 -0.2 0.1 0.0
C -4.6377 2.8920 0.0561 -0.1 0.0 0.1
C -3.4779 2.6025 -0.5834 0.0 -0.1 0.0
N -2.7971 1.5661 0.0636 -0.1 0.1 0.1
C -1.9411 -1.3599 3.9938 0.0 0.1 0.0
C -1.5577 -0.4904 5.0139 0.0 0.0 0.0
C -2.1501 -0.5681 6.2652 0.0 0.0 0.0
C -3.1319 -1.5231 6.5057 0.0 0.0 0.0
C -3.5139 -2.3964 5.4975 0.0 0.0 0.0
C -2.9215 -2.3138 4.2438 0.0 0.0 0.0
H -0.2616 -0.9475 2.7492 0.0 0.0 0.0
H -1.3286 -2.2058 2.1300 0.0 0.0 0.0
H -3.5955 -0.0161 2.9590 0.0 0.0 0.0
H -5.5003 2.0093 1.9409 0.0 0.0 0.0
H -5.3562 3.6407 -0.2388 0.0 0.0 0.0
H -3.0911 3.0564 -1.4756 0.0 0.0 -0.1
H -0.7779 0.2416 4.8295 0.0 0.0 0.0
H -1.8435 0.1048 7.0560 0.0 0.0 0.0
H -3.5910 -1.5916 7.4834 0.0 0.0 0.0
H -4.2692 -3.1477 5.6886 0.0 0.0 0.0
H -3.2175 -3.0041 3.4602 0.0 0.0 0.0
Te 3.0368 -0.5061 2.3307 0.1 -0.1 -0.1
C 4.1671 -1.0857 4.0047 -0.1 0.1 0.1
C 5.5501 -0.9420 3.9721 0.0 0.0 0.0
C 6.2983 -1.3382 5.0716 0.0 0.0 0.0
C 5.6698 -1.8865 6.1828 0.0 0.0 0.0
C 4.2899 -2.0368 6.2029 0.0 0.0 0.0
C 3.5297 -1.6322 5.1135 0.0 0.0 0.0
C 3.0526 1.5953 2.6045 0.0 0.0 0.0
C 3.7010 2.4099 1.6788 0.0 0.0 0.0
C 3.6715 3.7934 1.8251 0.0 0.0 0.0
C 3.0022 4.3671 2.8975 0.0 0.0 0.0
C 2.3541 3.5561 3.8262 0.0 0.0 0.0
C 2.3708 2.1748 3.6762 0.0 0.0 0.0
H 6.0428 -0.5303 3.1004 0.0 0.0 0.0
H 7.3749 -1.2264 5.0553 0.0 0.0 0.0
H 6.2591 -2.2012 7.0343 0.0 0.0 0.0
H 3.8020 -2.4679 7.0676 0.0 0.0 0.0
H 2.4527 -1.7442 5.1317 0.0 0.0 0.0
H 4.2531 1.9660 0.8580 0.0 0.0 0.0
H 4.1912 4.4207 1.1114 0.0 0.0 0.0
H 2.9986 5.4423 3.0225 0.0 0.0 0.0
H 1.8442 4.0001 4.6722 0.0 0.0 0.0
H 1.8730 1.5456 4.4061 0.0 0.0 0.0
C -2.6117 2.5122 -6.2821 0.0 0.0 0.0
Ge -2.8047 2.6790 -4.3563 0.0 0.0 0.0
C -3.3566 4.4836 -3.8537 0.0 0.0 0.0
C -3.9813 1.2757 -3.6538 0.0 0.0 0.0
C -0.9419 2.3582 -3.6847 -0.1 0.0 0.0
Se -0.5107 2.6348 -1.8028 0.0 0.0 0.0
C 1.4205 2.7210 -1.9855 0.0 0.0 0.0
H -3.5739 2.6786 -6.7683 0.0 0.0 0.0
H -2.2628 1.5156 -6.5552 0.0 0.0 0.0
H -1.9057 3.2482 -6.6678 0.0 0.0 0.0
H -4.4421 4.5668 -3.9289 0.0 0.0 0.0
H -2.9167 5.2057 -4.5425 0.0 0.0 0.0
H -3.0610 4.7727 -2.8456 0.0 0.0 0.0
H -4.9552 1.6863 -3.3846 0.0 0.0 0.0
H -3.5719 0.7955 -2.7654 0.0 0.0 0.0
H -4.1392 0.5132 -4.4185 0.0 0.0 0.0
H -0.3005 3.0729 -4.2033 0.0 0.0 0.0
H -0.6333 1.3612 -3.9934 0.0 0.0 0.0
H 1.6490 3.6313 -2.5330 0.0 0.0 0.0
H 1.8019 1.8607 -2.5293 0.0 0.0 0.0
H 1.8319 2.7785 -0.9816 0.0 0.0 0.0
N 0.4320 2.9818 1.1151 -0.1 0.1 -0.2
N 0.1034 1.5964 1.2984 0.0 -0.1 0.0
H 1.0561 3.2693 1.8685 0.0 0.0 0.0
H -0.4261 3.5164 1.1936 -0.1 0.0 0.0
H -0.3511 1.4499 2.1994 0.0 -0.1 0.2
H 0.9923 1.1066 1.3910 0.1 0.0 0.0
```
Positions in Å, forces in eV/Å.

ΔE to the lowest compared entry with this formula, charge and spin = 1.0943 eV
HOMO energy = -13.00 eV
Kohn-Sham gap = 0.227 hartree
Lowest unoccupied orbital energy = -6.823 eV
Calculated total energy = -172899.0313 eV
Charge = +2

Here are the Mulliken charges for atoms 1 to 6, given in e: 1.1459, -0.4845, -0.9197, -0.7699, -0.7913, -0.5349

Below is a cluster of 11 separate species, C25H71O23S6 in total, with properties calculated with ωB97M-V/def2-TZVPD.

XYZ file:
```
125
Properties=species:S:1:pos:R:3:forces:R:3
C 0.3765 0.7713 -0.3423 -1.1 -0.5 0.4
C -1.1563 0.3444 -0.3068 -1.3 3.3 -0.5
C -1.3608 -1.0177 0.1683 0.6 -2.0 0.9
O -2.0388 1.2348 0.3250 1.3 -0.4 0.2
H 0.7634 0.6534 0.6699 0.2 0.2 0.2
H 0.4990 1.8009 -0.6786 -0.2 0.0 0.1
H 0.9638 0.1312 -1.0007 0.0 -0.2 -0.1
H -1.4827 0.3505 -1.3468 0.3 -0.2 -1.0
H -0.7008 -1.7018 -0.3653 0.1 -0.5 -0.2
H -2.3845 -1.3833 0.0884 -0.1 0.3 -0.2
H -1.0844 -1.0844 1.2206 0.0 0.0 0.3
C -2.9243 4.9535 -3.5283 0.9 0.1 1.4
O -3.8073 4.6797 -2.4223 0.1 -0.1 -1.2
H -1.9695 5.1571 -3.0436 0.4 0.6 -0.3
H -2.6576 4.1117 -4.1674 -0.8 -0.2 -0.3
H -3.2413 5.8351 -4.0854 -0.2 -0.3 0.1
H -3.2889 4.0812 -1.8795 -0.3 -0.3 0.4
C -3.1535 0.8650 5.2644 2.1 0.4 -0.8
O -3.9999 1.5992 4.4501 -2.1 0.3 -0.4
H -3.1535 1.1884 6.3053 -0.4 -0.1 -0.1
H -3.2021 -0.2161 5.1341 -0.4 -0.2 0.3
H -2.2289 1.1973 4.7924 1.2 -0.7 1.1
H -3.5771 1.5692 3.5888 -0.3 0.2 -0.4
C 1.7154 3.9592 3.8879 -0.6 -0.5 -0.8
O 0.3891 4.1497 3.3637 0.7 0.3 0.8
H 2.3867 3.9461 3.0293 0.5 0.3 0.2
H 1.9856 4.7175 4.6228 -0.3 0.2 -0.3
H 1.8050 2.9886 4.3758 0.0 -0.1 0.2
H 0.2388 3.4187 2.7599 -0.3 -0.1 -0.2
C -7.5174 -0.4275 1.2877 2.3 1.2 0.6
O -6.6917 0.0055 0.1898 -1.2 -0.7 -1.0
H -7.9246 0.4705 1.7522 -0.8 -0.2 -0.1
H -8.2440 -1.2060 1.0550 0.1 0.3 -0.5
H -6.8131 -0.7892 2.0368 -0.3 -0.6 0.3
H -5.8249 0.3371 0.4356 0.0 -0.1 0.5
O 5.5203 -2.0138 1.1605 -0.2 -1.7 1.0
S 4.9524 -2.8496 2.2144 -1.5 0.5 -0.5
O 3.8053 -3.7296 1.9511 2.8 1.0 0.5
O 6.0965 -3.6636 3.0327 -3.0 -1.6 -0.8
C 7.2863 -3.0372 3.2876 2.8 0.6 -0.5
C 8.4363 -4.0830 3.3339 -0.4 1.0 -0.4
C 4.4562 -1.7056 3.4699 -0.3 0.0 -0.1
H 7.3105 -2.4635 4.2141 -0.5 0.0 0.3
H 7.3887 -2.3377 2.4579 0.9 0.2 0.1
H 8.5366 -4.5708 2.3643 -0.3 -0.4 0.2
H 8.3041 -4.7739 4.1665 -0.1 -0.1 -0.2
H 9.3897 -3.5684 3.4531 0.0 0.2 0.3
H 3.3779 -1.6545 3.3197 0.0 0.4 0.2
H 4.9531 -0.7619 3.2449 -0.2 -0.1 0.2
H 4.6895 -2.0827 4.4657 -0.1 0.0 -0.1
O -2.6565 0.7320 -7.8291 -1.8 0.3 -0.8
S -4.0507 1.1565 -7.8976 0.2 -1.1 1.5
O -4.3837 2.5519 -7.8093 0.1 -0.9 -1.0
O -4.8276 0.5188 -9.2377 0.3 1.5 2.0
C -4.6285 -0.8377 -9.5997 1.7 0.2 -2.4
C -4.5307 -0.8027 -11.1698 -0.5 -0.1 1.4
C -4.9430 0.3507 -6.4963 0.4 -0.1 -0.5
H -5.4131 -1.5298 -9.2940 0.0 0.3 0.5
H -3.6153 -1.1230 -9.3167 -0.2 -0.4 0.7
H -3.8826 0.0200 -11.4717 0.0 -0.1 0.1
H -5.5377 -0.6351 -11.5521 0.2 -0.2 -0.4
H -4.0845 -1.7468 -11.4824 -0.3 0.0 -0.3
H -4.3058 -0.2766 -5.8728 0.4 0.1 -0.5
H -5.7198 -0.2872 -6.9180 -0.2 0.3 0.1
H -5.3022 1.1452 -5.8422 -0.3 0.0 -0.4
O 0.6427 -9.6096 1.8360 -1.6 1.1 -0.8
S -0.6324 -8.9083 1.7116 -0.5 0.0 1.3
O -1.8787 -9.6755 1.5865 2.3 1.8 0.0
O -0.7908 -8.0523 3.1288 -1.8 -1.2 -2.1
C 0.2428 -7.2927 3.6618 1.8 1.0 0.6
C -0.1948 -5.8817 3.9851 -0.6 -0.4 -0.1
C -0.5460 -7.5459 0.3845 0.5 -1.5 0.2
H 1.0698 -7.1590 2.9645 0.3 -0.7 0.0
H 0.5567 -7.7878 4.5807 0.4 -0.2 -0.2
H -1.0062 -5.9552 4.7093 -0.3 0.4 -0.2
H -0.4825 -5.4377 3.0321 -0.4 0.4 0.3
H 0.5892 -5.2699 4.4315 0.2 -0.3 -0.1
H 0.0051 -8.0824 -0.3879 -0.1 0.0 -0.2
H 0.0770 -6.6872 0.6350 -0.2 -0.2 0.6
H -1.5154 -7.2538 -0.0192 -0.1 -0.2 0.6
O -5.8209 -7.6048 -0.8424 -1.3 1.8 0.2
S -6.6271 -6.3860 -0.7496 -0.1 1.0 -1.0
O -8.0109 -6.3515 -1.2550 2.6 -0.2 1.4
O -6.5899 -5.8098 0.7785 0.2 -1.1 -0.1
C -5.4160 -6.1836 1.5482 1.6 -0.6 0.3
C -5.5414 -5.8653 3.0128 -1.6 -0.4 0.1
C -5.7267 -4.9167 -1.4586 -0.7 -1.4 0.1
H -4.4677 -5.7884 1.1838 -0.3 0.8 -0.7
H -5.2011 -7.2520 1.5297 -0.6 -0.2 -0.5
H -6.3030 -6.5836 3.3162 -0.2 0.2 0.7
H -5.9086 -4.8667 3.2498 0.3 0.0 -0.1
H -4.6498 -6.1192 3.5861 0.2 0.2 -0.4
H -5.5811 -5.1346 -2.5166 0.1 0.1 0.1
H -4.7856 -4.8183 -0.9175 -0.1 -0.1 -0.2
H -6.3587 -4.0404 -1.3144 0.0 -0.2 0.0
O -0.9756 9.1038 1.2685 1.9 1.5 -1.2
S 0.2416 9.5525 0.6062 2.5 -1.1 0.3
O 0.3769 10.2284 -0.6784 -1.1 -0.5 1.6
O 1.1067 10.4999 1.7393 -1.7 -1.9 -0.4
C 2.3983 10.9785 1.3801 -0.5 1.9 -0.8
C 2.2051 12.4340 0.9224 0.5 0.6 -0.9
C 1.4075 8.0464 0.5021 -0.9 0.8 0.7
H 2.8359 10.3769 0.5834 0.1 0.0 0.1
H 3.0585 11.0341 2.2456 -0.2 -0.7 0.2
H 1.3679 12.5559 0.2351 -0.2 -0.3 0.2
H 3.0483 12.8202 0.3498 0.4 -0.4 -0.1
H 2.1230 13.1977 1.6958 -0.4 -0.5 0.5
H 1.8550 8.0289 1.4959 0.0 -0.2 -0.1
H 2.1773 8.0922 -0.2682 -0.3 0.6 0.0
H 0.8101 7.1486 0.3434 -0.2 0.2 0.1
O 9.8824 -0.1326 -0.6964 -0.8 1.4 0.3
S 9.4376 1.2358 -0.8125 -0.3 1.8 -1.3
O 10.2682 2.1724 -1.6225 -2.3 -1.9 1.6
O 7.8374 1.1695 -1.3029 2.7 -1.1 0.4
C 7.1597 2.2633 -1.9388 -0.5 -0.7 0.5
C 6.1724 2.7828 -0.9325 0.9 0.6 1.4
C 9.1270 2.0551 0.8046 0.3 -0.8 0.0
H 6.5447 1.7712 -2.6923 0.7 0.3 -0.7
H 7.9237 2.9668 -2.2697 -0.4 0.2 -0.4
H 5.5229 2.0136 -0.5147 -0.7 0.0 -1.0
H 5.7350 3.7286 -1.2523 -0.5 -0.3 0.0
H 6.7118 2.9731 -0.0047 0.4 0.7 0.0
H 8.9453 3.1259 0.7119 0.5 -0.1 -0.4
H 9.9873 1.8132 1.4287 0.1 0.3 -0.1
H 8.2427 1.6521 1.2983 0.1 -0.4 -0.4
```
Positions in Å, forces in eV/Å.

HOMO energy = -3.25 eV
Kohn-Sham gap = 0.169 hartree
Lowest unoccupied orbital energy = 1.341 eV
Calculated total energy = -139170.6503 eV
Charge = -1

Here are the Mulliken charges for atoms 1 to 6, given in e: -1.2302, 0.6548, -1.2386, -0.9130, 0.2211, 0.2908